{
  "formula": "C37H57NO17",
  "method": "ωB97M-V/def2-TZVPD",
  "symbols": ["C", "C", "C", "O", "C", "O", "N", "C", "C", "C", "C", "C", "C", "C", "C", "C", "C", "C", "C", "C", "H", "H", "H", "H", "H", "H", "H", "H", "H", "H", "H", "H", "H", "H", "H", "H", "H", "H", "H", "H", "H", "H", "H", "H", "H", "H", "H", "C", "C", "C", "O", "C", "O", "O", "H", "H", "H", "H", "H", "H", "C", "C", "C", "O", "C", "O", "O", "H", "H", "H", "H", "H", "H", "C", "C", "C", "O", "C", "O", "O", "H", "H", "H", "H", "H", "H", "C", "C", "C", "O", "C", "O", "O", "H", "H", "H", "H", "H", "H", "C", "C", "C", "O", "C", "O", "O", "H", "H", "H", "H", "H", "H"],
  "coordinates": [[-10.47308, 6.30228, -4.84757], [-9.46608, 5.60073, -4.88138], [-8.27381, 4.55290, -4.83727], [-7.00694, 5.20899, -4.63045], [-6.31509, 5.38180, -5.86785], [-6.90978, 6.03616, -6.71754], [-4.98678, 4.84034, -6.01631], [-4.65555, 4.51084, -7.41803], [-4.97779, 3.00927, -7.79835], [-5.11986, 1.83124, -8.11859], [-3.93215, 5.71111, -5.41906], [-4.13803, 6.04275, -3.88660], [-3.96310, 4.75946, -2.92627], [-2.49746, 4.72217, -2.28296], [-1.50460, 3.71158, -3.04758], [-1.74834, 2.23356, -2.50057], [-0.41614, 1.36740, -2.40096], [0.31172, 1.17557, -3.81699], [-0.17999, -0.11584, -4.60143], [0.45714, -1.46385, -4.05871], [-11.54643, 6.61758, -4.73320], [-8.29916, 3.92590, -5.78027], [-8.46176, 3.93120, -3.90059], [-3.52018, 4.59131, -7.50843], [-5.07713, 5.21656, -8.19150], [-4.83072, 0.76982, -8.35682], [-3.80049, 6.61541, -6.08960], [-2.95433, 5.12272, -5.48987], [-3.31228, 6.76770, -3.58650], [-5.11451, 6.56429, -3.64793], [-4.24251, 3.79321, -3.45732], [-4.70770, 4.87319, -2.07205], [-1.99825, 5.74357, -2.24347], [-2.64534, 4.42123, -1.19007], [-1.72547, 3.73715, -4.15827], [-0.42714, 4.03942, -2.90531], [-2.23926, 2.34263, -1.47438], [-2.50911, 1.67234, -3.13579], [-0.66987, 0.34965, -1.97172], [0.35549, 1.82672, -1.69501], [1.42024, 1.01518, -3.58150], [0.24467, 2.13492, -4.42309], [-1.31786, -0.21450, -4.56367], [0.08997, 0.02130, -5.69681], [0.03095, -1.62649, -3.02369], [0.15299, -2.35981, -4.68273], [1.58550, -1.43663, -3.99819], [0.89993, -6.06615, 0.47060], [0.67526, -5.17327, -0.72752], [1.61278, -4.00608, -0.80663], [0.85650, -3.06713, -1.57254], [-0.45942, -3.34648, -1.33411], [-1.37175, -2.65181, -1.66947], [-0.59528, -4.52129, -0.65874], [0.04571, -6.73072, 0.61999], [1.79936, -6.67156, 0.34277], [1.00549, -5.47940, 1.38672], [0.69267, -5.76948, -1.64727], [2.54998, -4.25137, -1.30833], [1.83381, -3.55742, 0.16627], [3.94477, 0.00489, 3.28590], [2.70390, -0.75498, 2.87899], [1.55622, -0.61789, 3.83645], [0.82249, -1.81730, 3.59120], [1.72221, -2.74302, 3.15944], [1.48731, -3.90680, 3.03003], [2.92972, -2.16647, 2.89734], [4.80841, -0.33436, 2.70938], [3.81537, 1.07706, 3.12904], [4.18455, -0.16281, 4.33891], [2.41436, -0.47892, 1.85862], [0.94325, 0.26157, 3.63746], [1.86289, -0.61079, 4.88668], [1.98971, -4.68603, -7.27183], [2.72538, -5.30803, -6.10655], [1.84023, -5.71160, -4.96304], [2.74309, -5.66681, -3.85939], [3.69631, -4.74340, -4.17486], [4.50689, -4.32162, -3.40869], [3.59584, -4.36436, -5.47991], [2.68995, -4.18384, -7.94277], [1.44206, -5.44335, -7.83585], [1.27981, -3.92695, -6.93263], [3.34014, -6.14501, -6.45663], [1.42335, -6.71200, -5.08465], [1.02683, -5.00538, -4.77041], [5.89515, -2.68594, 9.11555], [5.66487, -1.79344, 7.91697], [6.60106, -0.62580, 7.83160], [5.83924, 0.30820, 7.07086], [4.52884, 0.03464, 7.31297], [3.61027, 0.73894, 6.97638], [4.39304, -1.14334, 7.99249], [5.04189, -3.35003, 9.26835], [6.79406, -3.29097, 8.98344], [6.00458, -2.09944, 10.03135], [5.67796, -2.39071, 6.99824], [7.53518, -0.87050, 7.32527], [6.82693, -0.17544, 8.80244], [-0.63203, 0.68889, 10.43880], [0.75309, 0.49950, 11.01456], [1.80018, 0.14484, 9.99918], [2.76255, -0.54191, 10.79075], [2.08314, -1.09771, 11.83448], [2.54506, -1.88985, 12.59667], [0.80221, -0.63035, 11.88702], [-1.38126, 0.68365, 11.23349], [-0.70187, 1.63228, 9.89420], [-0.89201, -0.12431, 9.75614], [1.03860, 1.38220, 11.59812], [2.24196, 1.02180, 9.52509], [1.44264, -0.53892, 9.22385]],
  "smiles": "C#CCOC(=O)N(CC#C)CCCCCCCCCC.C[C@@H]1COC(=O)O1.C[C@@H]1COC(=O)O1.C[C@@H]1COC(=O)O1.C[C@@H]1COC(=O)O1.C[C@@H]1COC(=O)O1",
  "homo_ev": -9.674,
  "e_above_lowest_ev": 6.988,
  "molar_mass_g_mol": 787.85,
  "lumo_ha": 0.0161,
  "gap_ev": 10.1
}